131
Properties=species:S:1:pos:R:3:forces:R:3 method="wB97M-V/def2-TZVPD" total_charge=-1 largest_force_ev_per_a=15.8 e_above_lowest_kj_mol=4432.9 homo_energy_ev=-5.92
As 0.211623 -0.709845 0.089792 0.0 -1.7 0.3
F 2.005663 -0.775735 0.309302 -11.3 -5.3 0.3
F 0.046703 -1.682335 1.580742 -0.1 4.8 -4.1
F -1.562967 -0.647595 -0.158338 6.8 -3.4 -3.3
F 0.392513 0.213275 -1.431438 -6.7 -8.5 11.6
F 0.294223 -2.243405 -0.808278 -1.8 1.2 1.0
F 0.134673 0.809855 1.042102 1.5 -3.5 -1.6
C -2.322037 1.936905 -1.063398 -0.2 2.0 -0.9
C -0.943567 2.465115 -0.525928 -0.6 1.5 -2.7
N -0.846047 3.911235 -0.200428 -0.3 -0.4 0.5
C -0.901147 4.723295 -1.418728 0.9 0.5 1.0
C -1.207757 6.194085 -1.108518 -1.1 -0.3 -0.5
C 0.381833 4.204445 0.621202 -1.0 0.0 -0.6
C 0.202073 3.666615 2.024412 -2.9 1.2 0.0
H -2.321247 0.852635 -1.174968 0.3 1.8 0.4
H -2.580947 2.323905 -2.048938 0.2 0.2 -0.1
H -3.146467 2.148455 -0.382468 0.3 1.1 -1.4
H -0.727227 1.816965 0.323312 2.5 3.1 -3.3
H -0.266577 2.262705 -1.355878 -0.6 0.4 1.3
H 0.081883 4.684145 -1.888008 0.3 -0.1 -0.5
H -1.624447 4.326455 -2.131088 -0.1 0.0 0.2
H -2.254487 6.287555 -0.819148 -0.2 -0.1 0.1
H -0.658977 6.675365 -0.299008 0.4 -0.3 -0.3
H -1.121577 6.741235 -2.047298 0.3 0.3 0.1
H 0.604193 5.271495 0.628452 -0.5 0.2 0.1
H 1.301503 3.804655 0.194032 -0.7 0.2 -0.1
H -0.749137 3.923375 2.490662 -0.3 0.8 -0.3
H 1.028753 3.997905 2.652862 -2.1 0.6 0.4
H 0.124093 2.582335 1.944682 0.0 1.5 0.2
C -3.850737 -1.055045 2.030662 -0.8 -0.9 1.5
C -2.407497 -1.530525 2.263412 -2.3 -2.0 -0.6
N -2.352207 -2.973935 2.778922 1.4 1.4 -0.2
C -2.744107 -3.870955 1.697722 -1.1 -1.1 1.2
C -2.907987 -5.352865 2.193972 0.9 1.3 -0.4
C -0.906177 -3.181795 3.062092 -0.3 -0.7 2.2
C -0.417557 -2.443495 4.328602 0.3 0.0 0.1
H -3.891427 0.001795 1.766962 -0.7 -1.1 0.2
H -4.378677 -1.187495 2.975022 -0.2 0.1 0.1
H -4.384787 -1.622415 1.268442 -0.2 -0.2 1.4
H -1.928937 -1.538655 1.284122 -0.5 -0.6 1.4
H -1.946077 -0.781225 2.906632 -0.6 -1.9 -0.1
H -3.770897 -3.632015 1.420762 0.0 0.4 -0.3
H -2.129687 -3.764755 0.803692 0.1 -0.5 0.6
H -3.249397 -5.920435 1.328292 -0.1 -0.3 0.3
H -1.957957 -5.745875 2.556042 0.0 -0.2 -0.2
H -3.589637 -5.365265 3.044442 -0.2 -0.1 -0.3
H -0.250457 -2.799035 2.280032 -1.3 -2.5 1.5
H -0.612077 -4.222855 3.195482 -0.6 -0.3 0.1
H 0.650553 -2.656195 4.373052 -0.1 0.0 0.4
H -0.798847 -2.637985 5.331042 -0.6 -0.7 -0.3
H -0.466137 -1.356705 4.260532 -0.7 -0.7 0.0
C 2.299233 -0.338835 -3.121848 -1.0 -0.9 -0.1
C 2.446523 -1.561865 -3.939948 1.7 0.2 -0.6
O 3.498963 -2.175915 -3.858048 -0.1 -0.4 -1.1
C 1.363273 -1.934545 -4.873878 -0.2 -0.8 0.6
H 1.315203 -0.225395 -2.666968 1.8 -1.8 -2.9
H 2.583623 0.560345 -3.668378 -0.5 -1.2 -0.8
H 3.011483 -0.343545 -2.296758 -1.6 -0.3 -1.9
H 1.324543 -3.014165 -5.018868 0.3 -0.1 -0.2
H 1.519083 -1.444835 -5.835128 -0.2 0.2 0.0
H 0.419433 -1.638465 -4.416048 1.0 -0.3 -0.8
C -2.322417 0.977905 1.109812 -2.0 0.9 4.6
C -2.366117 1.142755 2.594752 0.0 0.9 -0.5
O -3.396667 1.448155 3.145792 -0.2 0.5 1.2
C -1.058507 0.877605 3.332722 -1.0 0.9 0.0
H -3.253737 1.278255 0.629662 0.2 -0.5 1.8
H -2.199577 -0.070535 0.838202 -1.0 3.1 2.4
H -1.492197 1.613935 0.802702 -4.2 -1.5 2.3
H -1.181267 0.911385 4.415262 -0.2 -0.2 0.0
H -0.285717 1.594745 3.055952 -0.9 -0.1 0.6
H -0.701207 -0.089945 2.980212 -0.5 1.2 0.5
C -2.206847 -3.236975 -1.392598 -0.4 -1.3 1.5
C -3.494287 -2.506805 -1.660708 -0.6 0.9 -0.3
O -4.138137 -2.877465 -2.609328 -1.3 -0.8 0.2
C -3.765857 -1.176755 -0.939278 -1.8 -1.6 1.4
H -2.470427 -4.292745 -1.329458 0.3 -0.1 0.1
H -1.782797 -2.866475 -0.459308 0.2 -0.4 -0.8
H -1.530077 -3.026065 -2.220608 0.2 -2.0 0.6
H -2.882417 -0.540885 -0.996658 -3.5 -1.4 1.2
H -3.943477 -1.417695 0.108812 0.3 0.1 -1.4
H -4.679117 -0.681995 -1.269858 0.1 -0.1 -0.5
C 2.775823 -2.358615 -1.200968 1.7 -0.8 -1.5
C 3.810553 -1.320215 -0.856688 1.2 -1.4 1.0
O 4.343793 -0.618785 -1.698228 2.8 -2.5 1.8
C 4.063153 -1.181925 0.632892 3.6 -0.8 -1.9
H 2.832993 -3.210415 -0.523278 -0.5 0.3 0.5
H 3.040783 -2.748385 -2.183808 0.0 -0.2 0.6
H 1.801883 -1.878625 -1.296638 1.8 -1.1 -0.5
H 4.664503 -0.313065 0.900402 0.5 -0.6 -0.7
H 4.627173 -2.066395 0.929032 0.0 -0.3 0.1
H 3.120063 -1.024885 1.156362 4.0 -2.3 -1.2
C -2.249797 -0.920035 -2.719958 2.7 2.2 -2.9
C -1.190057 -0.474515 -3.694948 -1.9 2.1 -0.7
O -1.097767 -0.971925 -4.788768 -1.0 -0.6 -0.9
C -0.404527 0.759035 -3.384208 -1.5 -0.3 -2.8
H -2.281737 -0.180005 -1.920328 1.3 -0.9 -3.0
H -1.916217 -1.922755 -2.452758 -0.1 2.7 -0.4
H -3.248157 -1.060895 -3.134128 0.6 0.8 -0.7
H 0.291913 0.683985 -2.549088 -3.2 0.1 -5.6
H -1.043167 1.572285 -3.039428 -0.6 -0.3 -0.3
H 0.164223 1.146825 -4.229328 -0.2 -0.3 -0.3
C 2.333433 -2.120685 2.444002 1.0 -1.9 0.2
C 2.511493 -0.700675 2.744242 1.2 2.5 2.4
O 3.551183 -0.043835 2.534652 -1.7 -1.0 3.4
C 1.342463 0.021525 3.307062 0.7 -0.8 0.8
H 3.245123 -2.504585 1.986242 -0.4 -0.6 1.2
H 1.550593 -2.313785 1.710532 1.2 -0.4 1.0
H 2.064033 -2.560145 3.404422 0.2 -0.4 -0.3
H 0.829403 0.343705 2.400932 1.0 -0.7 1.5
H 1.607603 0.885415 3.916552 0.2 -0.2 -0.2
H 0.593953 -0.550595 3.855252 1.7 0.0 -0.3
C 1.418013 1.803075 -2.114338 3.4 6.0 -0.6
C 2.546523 2.200775 -2.998908 0.6 0.4 0.7
O 2.374823 2.655705 -4.105538 0.0 0.7 -0.8
C 3.910003 1.906125 -2.387668 0.4 0.8 -1.0
H 1.571743 2.453735 -1.253458 -0.3 -0.1 -0.4
H 1.434183 0.779185 -1.740838 4.2 5.0 -2.2
H 0.417303 1.983755 -2.506818 2.5 1.9 -0.1
H 4.011953 2.475965 -1.464088 0.2 0.0 -0.7
H 4.773303 2.085205 -3.028558 -0.3 0.3 -0.5
H 3.950873 0.843395 -2.148878 0.4 1.8 -0.8
C 2.876243 0.918575 -0.065058 1.5 3.3 1.9
C 2.686133 2.263305 0.536112 2.2 1.4 0.1
O 3.087353 3.255725 -0.095028 -0.5 -0.3 2.0
C 2.207023 2.342815 2.001562 2.2 -0.5 -1.6
H 3.012143 0.250235 0.785202 0.7 4.0 -1.0
H 3.783973 0.862015 -0.665818 -1.0 0.7 1.1
H 2.016053 0.553385 -0.626138 2.5 2.2 0.8
H 2.971303 1.867815 2.616672 0.2 0.3 -0.3
H 1.330413 1.699245 2.075602 1.8 1.2 0.1
H 1.971033 3.362435 2.306162 2.4 -1.8 -0.6

74
Properties=species:S:1:pos:R:3:forces:R:3 method="wB97M-V/def2-TZVPD" largest_force_ev_per_a=2.6 e_above_lowest_kj_mol=0.0 homo_energy_ev=-7.41
C -1.591936 -3.201630 2.178458 0.2 0.1 0.4
N -1.746441 -2.732266 0.821952 -0.8 -0.3 -0.7
C -2.843437 -3.055762 0.060141 0.0 -0.4 1.1
O -3.773632 -3.766180 0.422404 1.0 0.8 -0.8
C -2.704897 -2.337431 -1.276594 -0.1 -0.7 -0.1
C -3.891196 -1.405854 -1.500554 -0.1 0.1 0.2
C -3.946409 -0.381234 -0.393876 -0.3 0.4 0.0
C -4.648223 -0.643035 0.787708 0.0 -0.1 0.0
C -4.670145 0.295278 1.819458 0.2 0.2 -0.1
C -3.987471 1.509937 1.670054 0.0 -0.2 -0.1
C -3.282987 1.773226 0.492258 0.1 0.2 0.0
C -3.277861 0.835364 -0.538361 0.0 -0.1 0.2
N -1.423352 -1.640261 -1.128978 1.3 0.6 -2.2
C -0.729514 -1.155379 -2.169199 -1.6 -1.1 1.5
C 0.446736 -0.420436 -1.993489 1.5 0.9 -0.4
C 1.452843 -0.380425 -2.940448 -1.2 -0.3 0.5
C 2.725699 0.261320 -2.750006 1.2 0.6 0.2
C 3.863936 -0.180875 -3.474996 -0.6 0.1 0.1
C 5.112890 0.388878 -3.265275 0.0 0.2 0.2
C 5.261619 1.438153 -2.344044 -0.5 -0.3 -0.1
C 4.148165 1.895061 -1.623090 0.0 -0.1 -0.1
C 2.894405 1.317593 -1.816554 0.0 -0.4 -0.2
C -0.787363 -1.839574 0.196345 -0.7 0.3 0.8
C 0.581272 -2.432296 0.068834 0.3 -0.7 -0.6
C 0.759471 -3.626372 -0.526860 -0.4 1.1 0.4
C 2.045440 -4.243189 -0.784631 1.0 -0.6 -0.3
C 2.085381 -5.528182 -1.369965 0.0 0.6 0.3
C 3.295707 -6.183688 -1.561701 0.4 0.3 0.1
C 4.495312 -5.552209 -1.191320 -0.4 0.0 0.0
C 4.471102 -4.261472 -0.642171 -0.2 -0.1 -0.1
C 3.257720 -3.600556 -0.450274 -0.2 -0.5 -0.2
H -2.442028 -3.844989 2.422704 0.2 0.2 -0.1
H -0.657637 -3.765375 2.284318 -0.2 0.1 0.0
H -1.566621 -2.349462 2.871059 0.0 -0.2 -0.1
H -2.627732 -3.097335 -2.074566 0.0 0.3 0.2
H -3.803606 -0.933980 -2.486130 -0.1 0.0 0.1
H -4.790144 -2.034606 -1.483524 0.2 0.1 -0.1
H -5.167160 -1.599710 0.892128 0.1 0.3 0.0
H -5.213350 0.069837 2.739976 0.1 0.1 -0.3
H -4.002414 2.253278 2.467688 0.0 -0.2 -0.2
H -2.729443 2.706621 0.354658 -0.2 -0.2 0.1
H -2.746417 1.049420 -1.467995 -0.1 0.1 0.2
H -1.124833 -1.403650 -3.159260 0.1 0.2 0.2
H 0.589467 0.121674 -1.048782 -0.1 -0.4 -0.3
H 1.302121 -0.936305 -3.871767 0.1 0.1 0.2
H 3.732114 -0.997368 -4.187274 0.1 0.2 0.1
H 5.977266 0.022661 -3.821316 -0.3 0.1 0.2
H 6.239983 1.895379 -2.191018 -0.3 -0.1 0.0
H 4.256165 2.705280 -0.900808 -0.1 -0.2 -0.2
H 2.026913 1.674667 -1.258659 0.3 0.1 -0.1
H -0.744706 -0.887999 0.757235 -0.1 -0.2 -0.3
H 1.407689 -1.796687 0.383921 -0.2 -0.3 0.1
H -0.118414 -4.178207 -0.882705 0.2 0.1 0.2
H 1.137757 -5.992490 -1.649821 0.3 0.0 0.1
H 3.307963 -7.185647 -1.993804 0.0 0.3 0.1
H 5.445592 -6.066630 -1.333594 -0.2 0.1 0.0
H 5.400690 -3.768445 -0.354136 -0.2 -0.2 -0.1
H 3.228530 -2.593967 -0.029665 0.2 -0.3 -0.1
C -1.603802 7.456515 3.506618 0.2 -0.3 0.0
C -1.765583 6.810800 2.274461 0.2 -0.2 0.0
C -1.019537 5.659343 2.009290 -0.6 0.8 0.4
C -0.156960 5.165300 2.964477 0.4 0.3 1.1
C 0.025743 5.780569 4.202321 -0.4 0.3 -0.3
C -0.712670 6.948018 4.473956 0.0 -0.3 -0.4
S 0.627495 3.678690 2.351693 -1.8 1.5 -1.1
O 2.039946 3.922442 2.177141 0.1 -0.3 0.0
O 0.235194 2.552047 3.165765 0.3 -0.2 0.0
N -0.206126 3.739280 0.960057 0.2 -0.7 -0.6
C -1.070929 4.785081 0.789570 0.5 -1.1 -0.3
O -1.812149 4.951998 -0.195928 0.7 0.0 1.2
H -2.171796 8.363084 3.719762 0.1 -0.2 0.0
H -2.449124 7.164976 1.500991 0.1 0.0 0.3
H 0.725454 5.348470 4.913713 -0.2 0.2 0.0
H -0.595732 7.460915 5.432025 0.0 -0.2 -0.3

7
Properties=species:S:1:pos:R:3:forces:R:3 method="wB97M-V/def2-TZVPD" largest_force_ev_per_a=4.2 e_above_lowest_kj_mol=358.7 homo_energy_ev=-10.79
C -0.625023 0.370897 0.123521 -2.0 -2.7 -2.4
F -0.815479 1.107764 -0.962070 0.4 0.0 2.0
F -1.357498 -1.143820 -0.720537 1.4 2.6 2.3
F -1.430258 0.720792 1.148207 1.6 -0.6 -2.2
P 1.019105 -0.512725 0.540675 -1.2 -0.1 1.4
H 1.380460 -1.164618 -0.633362 -0.3 0.5 -0.7
H 1.828692 0.621712 0.503563 0.2 0.3 -0.4

18
Properties=species:S:1:pos:R:3:forces:R:3 method="wB97M-V/def2-TZVPD" largest_force_ev_per_a=0.6 e_above_lowest_kj_mol=181.0 homo_energy_ev=-9.52 smiles="C=CC.C=CC"
C 2.278577 -0.002342 0.189279 0.2 -0.1 -0.1
C 1.312998 -0.551245 -0.537819 0.5 -0.1 -0.2
C 0.865593 -1.971086 -0.402266 -0.1 -0.1 0.0
H 2.739023 -0.539808 1.014171 0.0 0.0 -0.1
H 2.714785 0.960214 -0.057329 -0.3 0.1 0.1
H 0.885414 0.008485 -1.370830 0.0 -0.1 0.2
H -0.217781 -2.050820 -0.347555 -0.1 0.0 0.0
H 1.176412 -2.525125 -1.291335 0.0 0.0 0.0
H 1.296018 -2.482743 0.461854 0.0 0.2 0.0
C -2.253627 0.359643 -0.646376 0.0 -0.1 0.1
C -1.520172 0.507515 0.450027 -0.6 0.2 0.1
C -0.773353 1.749164 0.804878 0.2 0.1 0.0
H -2.240473 1.087447 -1.455116 -0.1 0.0 0.2
H -2.927834 -0.480636 -0.744362 0.2 -0.2 -0.2
H -1.556418 -0.262207 1.221809 0.0 0.1 -0.1
H 0.266196 1.507554 1.044902 -0.2 0.2 0.1
H -1.252542 2.209939 1.680676 0.2 -0.1 -0.1
H -0.792816 2.476051 -0.014610 0.0 -0.1 0.1